Below is a cluster of 13 separate species, C57H146N6O19 in total in a non-equilibrium geometry, with properties calculated with the ωB97M-V functional and the def2-TZVPD basis.

Values from the calculation:
Max |F|: 0.063 Eh/bohr
Lowest unoccupied orbital energy: 0.40 eV
Total energy: -4017.031472 Eh
Charge: 0
Gap between HOMO and LUMO: 8.65 eV
2S+1: 1

Atoms and positions in Å:
C (-2.58619, 8.01437, -0.67407)
O (-2.01615, 6.75913, -0.99398)
C (-0.71928, 6.94888, -1.50126)
C (-0.18525, 5.56723, -1.96730)
N (0.39592, 4.95763, -0.76859)
C (1.16662, 3.73610, -0.94021)
C (1.68474, 3.17204, 0.33571)
O (2.52021, 4.15084, 0.95562)
C (2.98146, 3.76384, 2.23162)
H (-1.92359, 8.63534, -0.02674)
H (-3.54557, 7.83676, -0.18255)
H (-2.67464, 8.60743, -1.61165)
H (-0.10036, 7.33769, -0.70942)
H (-0.78443, 7.65348, -2.35168)
H (0.58266, 5.62072, -2.71718)
H (-1.08152, 5.04298, -2.39030)
H (-0.25429, 4.83328, 0.01857)
H (2.05477, 3.95254, -1.47845)
H (0.59277, 2.97461, -1.49787)
H (2.31030, 2.29266, 0.11190)
H (0.88135, 2.82109, 1.01196)
H (3.63754, 4.53895, 2.56699)
H (3.49396, 2.79212, 2.21161)
H (2.02763, 3.73046, 2.83279)
C (-10.25374, -3.69017, 1.18080)
O (-8.86276, -3.72737, 0.76274)
C (-7.90620, -3.68950, 1.74694)
C (-6.60068, -3.94725, 1.01639)
N (-5.46220, -3.49687, 1.75197)
C (-5.29672, -2.08221, 1.84026)
C (-4.10497, -1.75654, 2.69256)
O (-3.88984, -0.35715, 2.87052)
C (-3.46958, 0.33960, 1.73264)
H (-10.45408, -2.65383, 1.49003)
H (-10.49467, -4.38305, 1.99361)
H (-10.85728, -3.89781, 0.27924)
H (-8.01761, -4.44155, 2.48520)
H (-7.86183, -2.72703, 2.22828)
H (-6.63175, -3.39596, 0.01762)
H (-6.45592, -5.02120, 0.81773)
H (-4.64430, -3.93931, 1.34077)
H (-6.17937, -1.64844, 2.30614)
H (-5.31947, -1.68667, 0.79576)
H (-3.23029, -2.24539, 2.30098)
H (-4.30393, -2.17572, 3.62342)
H (-3.41122, 1.39666, 1.94363)
H (-4.15590, 0.17418, 0.87831)
H (-2.46369, -0.07744, 1.38317)
C (1.81141, 0.09210, -4.33795)
O (2.61877, 1.21561, -4.08373)
C (3.36219, 1.22563, -2.87779)
C (4.13220, 2.57011, -2.76741)
N (4.75004, 2.71475, -1.42974)
C (5.45715, 4.05035, -1.41433)
C (6.16557, 4.13660, -0.07121)
O (6.75227, 5.41563, 0.06764)
C (7.18204, 5.73490, 1.38882)
H (0.87097, 0.08437, -3.77730)
H (2.39430, -0.85577, -4.12815)
H (1.57060, 0.08306, -5.40810)
H (4.03928, 0.33345, -2.77676)
H (2.63192, 1.07476, -2.12221)
H (3.44629, 3.33455, -3.10287)
H (4.90636, 2.50471, -3.54370)
H (4.05099, 2.74283, -0.71113)
H (4.81581, 4.93149, -1.44947)
H (6.18796, 4.03242, -2.23500)
H (6.86760, 3.30247, 0.09758)
H (5.37515, 4.05628, 0.61015)
H (7.00376, 6.79052, 1.57952)
H (8.20942, 5.46031, 1.50486)
H (6.58944, 5.24864, 2.09822)
C (4.59113, -7.03080, 2.51507)
O (5.40466, -7.13307, 1.36265)
C (4.82538, -6.94157, 0.12509)
C (4.53779, -5.53979, -0.35599)
N (3.79863, -5.70310, -1.55500)
C (2.84669, -4.64358, -1.85213)
C (3.56638, -3.32504, -2.26919)
O (4.26721, -3.59403, -3.43073)
C (5.15245, -2.55771, -3.78780)
H (3.77056, -7.75093, 2.54197)
H (4.30903, -5.98490, 2.72728)
H (5.30440, -7.24134, 3.29271)
H (3.83936, -7.36823, 0.19276)
H (5.46166, -7.55949, -0.55406)
H (5.50826, -4.99028, -0.44880)
H (3.97469, -4.91389, 0.37017)
H (4.35137, -5.91018, -2.37875)
H (2.12465, -4.52164, -1.07693)
H (2.20283, -4.91388, -2.67595)
H (4.25376, -2.93472, -1.52147)
H (2.76533, -2.55032, -2.39786)
H (6.04812, -2.40305, -3.09872)
H (4.63942, -1.59269, -3.87351)
H (5.61992, -2.82847, -4.76780)
C (6.13548, 1.07063, 1.67956)
O (5.15064, 0.55297, 2.47739)
C (5.46516, 0.74297, 3.85434)
C (4.64353, -0.17061, 4.71331)
N (3.24751, 0.13790, 4.68300)
C (2.37101, -0.50192, 5.64780)
C (0.93469, -0.08085, 5.42877)
O (0.51839, -0.61063, 4.15276)
C (-0.77109, -0.20160, 3.73217)
H (5.77809, 1.04207, 0.61809)
H (7.12243, 0.58048, 1.77682)
H (6.25531, 2.16406, 1.89428)
H (5.38906, 1.83950, 4.09169)
H (6.50742, 0.41555, 4.12055)
H (5.00210, -0.14514, 5.76341)
H (4.86577, -1.20451, 4.45519)
H (2.83569, -0.01943, 3.73580)
H (2.62943, -0.18768, 6.65632)
H (2.35571, -1.59040, 5.66359)
H (0.78318, 0.99260, 5.49300)
H (0.43952, -0.57579, 6.28479)
H (-1.54818, -0.63176, 4.39272)
H (-0.87351, -0.63816, 2.72710)
H (-0.90527, 0.91515, 3.77855)
C (2.64405, -1.88897, 1.34836)
O (1.72797, -1.82515, 0.27008)
C (1.14430, -0.55904, 0.18820)
C (-0.17075, -0.64406, -0.55093)
N (-0.71532, 0.71334, -0.73111)
C (-1.91279, 0.72532, -1.62331)
C (-2.56509, 2.09856, -1.71802)
O (-2.81024, 2.65884, -0.48585)
C (-3.69636, 3.79743, -0.58080)
H (3.20919, -0.96668, 1.35755)
H (3.31123, -2.74243, 1.22177)
H (2.05167, -1.94186, 2.33263)
H (1.82122, 0.23743, -0.24602)
H (0.82368, -0.22165, 1.22006)
H (-0.89572, -1.23517, 0.01171)
H (-0.07068, -1.03716, -1.57784)
H (-0.90121, 1.12440, 0.19795)
H (-2.61904, 0.04546, -1.30648)
H (-1.55841, 0.45361, -2.65706)
H (-3.54975, 1.92079, -2.28588)
H (-1.94839, 2.72355, -2.38575)
H (-3.30109, 4.52520, -1.25538)
H (-3.66289, 4.32595, 0.36343)
H (-4.69740, 3.60367, -0.84962)
C (-0.90463, 3.96027, 2.46770)
C (-1.94358, 5.04691, 2.69147)
C (-1.78443, 5.69030, 4.07162)
O (-1.93111, 6.09044, 1.74115)
H (-1.04249, 3.39244, 1.48721)
H (-1.02781, 3.12854, 3.18862)
H (0.09227, 4.41041, 2.48238)
H (-2.92852, 4.56030, 2.70941)
H (-2.69461, 6.21665, 4.46202)
H (-0.89821, 6.34377, 4.11436)
H (-1.52432, 4.85061, 4.76557)
H (-1.86588, 5.82581, 0.82926)
C (-1.28062, -4.50647, -1.64023)
C (-2.81101, -4.16684, -1.50046)
C (-3.72638, -5.37870, -1.43851)
O (-2.96643, -3.47191, -0.23353)
H (-0.73183, -3.57432, -1.66951)
H (-0.96793, -5.03938, -2.57008)
H (-0.89246, -5.01011, -0.74731)
H (-3.16968, -3.52399, -2.31777)
H (-3.70532, -5.95279, -2.34245)
H (-4.79818, -5.04396, -1.29426)
H (-3.57063, -6.02007, -0.60216)
H (-2.46432, -2.66163, -0.35024)
C (-6.40317, 1.11878, -1.72137)
C (-7.52193, 0.62417, -2.61428)
C (-6.93040, 0.08997, -3.89849)
O (-8.35176, -0.36953, -1.92331)
H (-6.83283, 1.64227, -0.85372)
H (-5.71671, 1.73440, -2.30060)
H (-5.88531, 0.21469, -1.29994)
H (-8.17862, 1.52608, -2.79000)
H (-6.33000, 0.91210, -4.38898)
H (-7.70820, -0.20986, -4.60592)
H (-6.26938, -0.74756, -3.76958)
H (-9.26271, -0.07011, -2.02658)
C (-2.22738, -2.14938, -6.16422)
C (-2.32265, -1.06964, -5.06816)
C (-3.30619, 0.05473, -5.51070)
O (-2.67228, -1.72548, -3.89983)
H (-3.18902, -2.51418, -6.50190)
H (-1.56037, -2.95258, -5.79217)
H (-1.74280, -1.66154, -6.96831)
H (-1.31864, -0.59696, -4.89651)
H (-4.33908, -0.38843, -5.69612)
H (-2.98774, 0.49549, -6.43828)
H (-3.34304, 0.86036, -4.78533)
H (-3.20560, -1.07274, -3.41871)
C (-5.56132, 4.85815, -5.44951)
C (-4.65478, 4.23598, -4.36892)
C (-3.42948, 5.12574, -4.26449)
O (-5.30629, 4.02968, -3.12989)
H (-6.01433, 5.70989, -5.00905)
H (-6.30298, 4.25417, -5.88575)
H (-4.90077, 5.11761, -6.33462)
H (-4.32002, 3.27876, -4.71538)
H (-2.83011, 5.10652, -5.19446)
H (-2.72223, 4.81631, -3.45071)
H (-3.64531, 6.21438, -4.20741)
H (-5.67372, 4.88571, -2.90286)
C (8.70162, -3.98492, 2.23634)
C (7.37602, -3.16947, 2.28698)
C (6.34638, -4.00105, 3.04720)
O (7.52457, -1.86746, 2.89015)
H (9.45640, -3.30766, 1.95254)
H (8.59824, -4.76161, 1.49238)
H (9.04444, -4.43541, 3.18777)
H (7.08668, -2.95259, 1.28168)
H (6.42578, -5.01560, 2.61070)
H (5.35667, -3.55210, 2.94444)
H (6.66407, -4.11974, 4.11088)
H (8.13208, -1.34695, 2.34897)
C (-0.03659, -3.66663, 2.59264)
C (0.77590, -4.29892, 3.67028)
C (0.01574, -4.20879, 5.01031)
O (1.03631, -5.64159, 3.35027)
H (-0.08942, -2.61945, 2.71587)
H (-1.02059, -4.08316, 2.66908)
H (0.31803, -3.90190, 1.59549)
H (1.73563, -3.75564, 3.78310)
H (-1.03904, -4.45556, 4.72218)
H (0.08823, -3.14692, 5.25900)
H (0.39772, -4.86674, 5.77915)
H (1.13416, -6.12831, 4.18861)

=====

Below is a cluster of 2 separate species, C4H9NO in total, with properties calculated with the ωB97M-V functional and the def2-TZVPD basis.

Values from the calculation:
Max |F|: 0.008 Eh/bohr
Lowest unoccupied orbital energy: 1.00 eV
Total energy: -287.729613 Eh
SMILES: C[C@@H]1CN1.C=O
Charge: 0
Gap between HOMO and LUMO: 10.29 eV
2S+1: 1

Atoms and positions in Å:
C (0.02808, 1.22145, 0.36873)
C (0.57412, 0.13098, -0.47056)
C (2.04589, -0.18381, -0.40718)
N (-0.25838, -0.17279, 0.68421)
C (-2.45571, -0.79017, -0.01921)
O (-2.37295, -1.67322, -0.83898)
H (0.71157, 1.76831, 1.01358)
H (-2.45364, 0.28361, -0.30171)
H (-0.83014, 1.79622, 0.02357)
H (0.07797, -0.09049, -1.41659)
H (2.23125, -1.24456, -0.60509)
H (2.43844, 0.05440, 0.58924)
H (2.60694, 0.40613, -1.13865)
H (0.28687, -0.53455, 1.46056)
H (-2.63029, -0.97150, 1.05808)

=====

Below is a structure of composition C15H66BrN10O23Pt in a non-equilibrium geometry, with properties calculated with the ωB97M-V functional and the def2-TZVPD basis.

Values from the calculation:
Max |F|: 0.155 Eh/bohr
Lowest unoccupied orbital energy (alpha / beta): -2.34 / -2.34 eV
Total energy: -5582.299582 Eh
Charge: +1
Gap between HOMO and LUMO (alpha / beta): 7.18 / 7.98 eV
2S+1: 3

Atoms and positions in Å:
Pt (-0.17638, 0.02920, -0.02316)
Br (-1.27536, -0.63895, 2.24216)
C (-1.60540, -2.98246, -4.25715)
O (-1.35016, -1.92909, -3.68527)
N (-2.22644, -4.00488, -3.70429)
N (-1.40183, -3.40270, -5.48553)
H (-2.75197, -3.83317, -2.85904)
H (-2.59148, -4.73405, -4.30024)
H (-0.73340, -2.84914, -6.00212)
H (-1.66166, -4.33840, -5.76309)
C (-4.52897, 2.95357, 1.93562)
O (-4.52134, 1.78523, 2.07172)
N (-3.62076, 3.55015, 1.27152)
N (-5.27287, 3.77570, 2.64836)
H (-3.04237, 2.89200, 0.76914)
H (-3.45199, 4.54559, 1.29861)
H (-5.17771, 4.75466, 2.41879)
H (-5.71030, 3.50919, 3.51883)
C (-1.01201, 1.71378, -5.33876)
O (-0.48176, 1.92815, -4.33954)
N (-1.53576, 2.70371, -6.03596)
N (-1.25992, 0.55532, -5.93692)
H (-1.34901, 3.67159, -5.81584)
H (-1.95028, 2.39784, -6.90472)
H (-1.02135, -0.30519, -5.46500)
H (-1.78324, 0.35245, -6.77661)
C (3.03125, -2.74153, -2.45414)
O (2.64434, -1.69372, -1.97673)
N (4.17592, -2.92857, -3.02266)
N (2.22288, -3.68621, -2.79981)
H (4.84240, -2.18285, -2.88192)
H (4.47226, -3.86820, -3.24489)
H (2.61232, -4.52924, -3.19698)
H (1.27476, -3.58453, -2.46690)
C (-2.45546, 2.79462, 4.77575)
O (-2.28966, 3.66236, 5.57697)
N (-1.59392, 2.51239, 3.84323)
N (-3.49603, 1.96702, 4.84777)
H (-0.85287, 3.16677, 3.63649)
H (-1.79658, 1.75490, 3.20663)
H (-3.84853, 1.99126, 5.79395)
H (-3.99426, 1.38076, 4.19341)
C (1.87266, 1.22419, 3.60289)
C (2.06409, 2.71963, 3.86619)
O (1.36874, 3.43152, 2.82439)
O (2.17167, 0.33141, 4.67491)
H (2.31438, 0.89682, 2.66171)
H (0.80374, 1.01172, 3.58382)
H (3.12915, 2.93736, 3.78648)
H (1.69003, 2.99118, 4.85332)
H (1.64050, 4.35221, 2.81567)
H (3.12399, 0.21044, 4.68286)
C (4.16376, 1.31784, -0.27583)
C (4.09098, 2.74286, 0.25848)
O (4.15754, 2.71150, 1.60503)
O (4.91501, 1.14538, -1.53434)
H (3.13129, 0.96878, -0.29171)
H (4.60407, 0.57762, 0.39221)
H (3.13887, 3.19634, -0.01712)
H (4.97890, 3.32872, 0.02087)
H (3.83054, 3.54640, 1.94800)
H (4.35502, 1.55912, -2.19527)
C (-0.28476, -4.84677, 0.69679)
C (-0.97521, -5.54951, 1.91016)
O (-1.23955, -6.91388, 1.75139)
O (-1.14791, -4.61585, -0.40945)
H (0.54718, -5.49123, 0.41279)
H (0.03421, -3.87997, 1.08622)
H (-1.94715, -5.16275, 2.21652)
H (-0.34930, -5.36803, 2.78389)
H (-0.42409, -7.42004, 1.77244)
H (-1.47869, -5.44493, -0.76273)
C (-2.31608, -1.28610, 6.19440)
C (-3.65417, -1.94688, 5.84722)
O (-3.51012, -3.32375, 5.52686)
O (-1.21309, -1.74196, 5.35136)
H (-1.91445, -1.46777, 7.19130)
H (-2.37041, -0.19758, 6.21145)
H (-3.93330, -1.48813, 4.89867)
H (-4.49525, -1.62972, 6.46373)
H (-2.60626, -3.64539, 5.56109)
H (-1.36595, -1.43581, 4.45442)
C (3.07434, 2.20269, -3.88350)
C (3.72946, 1.80400, -5.23888)
O (5.05970, 1.32626, -5.05947)
O (3.59424, 3.35550, -3.18662)
H (2.94213, 1.35538, -3.21069)
H (2.04579, 2.42722, -4.16592)
H (3.61371, 2.67726, -5.88085)
H (3.26896, 1.15435, -5.98318)
H (5.48471, 1.15805, -5.90366)
H (3.24933, 4.12203, -3.65038)
O (1.50593, -1.21741, 0.34970)
H (1.96357, -1.65137, -0.37036)
H (1.74080, -1.72707, 1.12515)
O (-3.89814, -0.46585, -1.79382)
H (-4.77162, -0.56570, -1.41528)
H (-3.53584, -1.35182, -1.79835)
O (-0.18879, 4.33142, -0.63604)
H (-0.66202, 4.11691, -1.43995)
H (0.25033, 5.15961, -0.82976)
O (-1.94634, 1.11358, -0.76197)
H (-2.69635, 0.51885, -0.76088)
H (-2.20557, 1.82565, -1.34677)
O (-1.14240, -1.68054, -1.05184)
H (-1.35921, -2.57811, -0.79962)
H (-1.30240, -1.65102, -1.99510)
O (0.61584, 0.61526, -2.03509)
H (1.44672, 0.15192, -2.14078)
H (0.30166, 0.75153, -2.92893)
O (0.21509, 2.05730, 0.62913)
H (0.49336, 2.12860, 1.54221)
H (-0.03466, 2.94826, 0.38408)
O (2.72519, -2.92088, 2.50475)
H (3.67092, -3.03674, 2.59639)
H (2.39587, -2.91545, 3.40350)